67
Properties=species:S:1:pos:R:3:lowdin_charge:R:1 method="wB97M-V/def2-TZVPD" total_energy_ha=-3844.83609 gap_ha=0.282 spin_multiplicity=1 lumo_energy_ev=-5.04 charge=+1
O 5.3172 -5.3993 0.8109 -0.486
P 5.2366 -4.9899 -0.7331 0.817
C 6.8912 -4.1513 -1.3070 -0.228
N 7.6362 -4.7691 -2.4710 0.065
C 8.8135 -3.8234 -2.6283 0.031
C 8.6879 -2.6359 -1.4596 0.036
N 7.4477 -2.9113 -0.6286 0.090
H 4.2200 -3.9488 -0.8842 0.028
H 4.9737 -6.1469 -1.5550 0.037
H 7.4113 -5.6240 -3.0269 0.168
H 9.6641 -3.9055 -3.4274 0.136
H 9.4337 -1.7461 -1.3010 0.139
H 7.0943 -2.3518 0.1850 0.182
C 3.3163 -0.8822 -3.8988 -0.054
C 3.1403 -2.1241 -3.0107 -0.435
C 1.8230 -2.8755 -3.1960 -0.286
F 0.7384 -2.1037 -2.9644 0.099
F 1.7436 -3.9191 -2.3295 0.084
F 3.3335 -1.7734 -1.7096 0.099
F 4.1620 -2.9848 -3.3155 0.063
O 2.9597 0.3767 -3.3172 0.035
C 1.5649 0.6820 -3.3325 -0.464
C 0.9261 0.6752 -1.9384 -0.266
F 1.1539 -0.4888 -1.2780 0.083
F -0.4239 0.8168 -2.0178 0.105
F 0.9472 -0.1478 -4.2075 0.123
F 1.4643 1.9284 -3.8739 0.146
H 4.3921 -0.7915 -4.0935 0.149
H 2.8699 -1.0127 -4.8927 0.151
H 1.7450 -3.2841 -4.2084 0.180
H 1.3201 1.4884 -1.3244 0.151
C 0.6554 4.3673 1.6840 -0.051
C 0.1153 3.6103 0.4603 -0.423
C -1.1033 4.2424 -0.2103 -0.285
F -2.1543 4.3801 0.6275 0.090
F -1.5335 3.4700 -1.2422 0.093
F -0.1236 2.3155 0.8061 0.119
F 1.1268 3.5641 -0.4629 0.089
O 0.1981 3.9216 2.9657 0.034
C -1.0881 4.4039 3.3554 -0.469
C -2.1610 3.3089 3.3956 -0.263
F -2.2401 2.6281 2.2237 0.072
F -3.3932 3.8387 3.6189 0.102
F -1.4207 5.4490 2.5598 0.121
F -0.9251 4.9282 4.6025 0.141
H 1.7369 4.1846 1.7078 0.151
H 0.5655 5.4555 1.5752 0.149
H -0.8574 5.2274 -0.6193 0.178
H -1.9509 2.5854 4.1868 0.174
C -7.1267 0.6449 3.3942 -0.052
C -7.9998 0.1455 2.2322 -0.428
C -7.9598 -1.3624 1.9894 -0.290
F -6.7152 -1.8231 1.7358 0.083
F -8.7182 -1.6917 0.9111 0.094
F -7.6816 0.8389 1.1047 0.121
F -9.2934 0.4905 2.5237 0.103
O -5.8198 1.1215 3.0543 0.032
C -4.8299 0.1087 2.8725 -0.470
C -4.3677 -0.0349 1.4174 -0.261
F -5.4089 -0.2254 0.5673 0.087
F -3.5456 -1.1078 1.2684 0.094
F -5.2894 -1.0498 3.4041 0.120
F -3.7746 0.4778 3.6516 0.130
H -7.6341 1.5264 3.8053 0.152
H -7.0964 -0.0660 4.2296 0.147
H -8.3602 -1.9077 2.8498 0.176
H -3.8292 0.8572 1.0890 0.166